ORCA calculation (wB97M-V/def2-TZVPD) on an isolated molecule of C5H13O2P.

```
21
Properties=species:S:1:pos:R:3:forces:R:3
C -2.884820 1.316384 0.267458 -1.18 0.64 -1.76
P -1.991855 -0.210501 0.108526 4.49 2.40 0.47
O -2.159810 -0.984119 -1.098037 -0.56 -1.23 -0.93
O -0.193150 0.666699 0.129524 -3.86 -1.17 1.48
C 0.983547 -0.124738 -0.093149 -0.09 0.14 1.21
C 0.857658 -1.598742 0.579580 -0.41 2.67 -3.09
C 1.087477 -0.056687 -1.599496 -0.77 -4.01 1.25
C 2.201053 0.565085 0.690505 -1.79 -0.80 -0.97
H -2.396707 1.745709 1.083805 0.67 1.20 1.42
H -2.660080 1.931359 -0.652353 0.07 -0.75 0.92
H -3.994701 1.407380 0.396362 1.02 -0.88 0.02
H -1.819288 -0.864879 1.356818 -0.44 0.15 -0.35
H 0.545957 -1.485737 1.580883 0.11 -0.08 1.25
H 0.088240 -2.075503 -0.001538 -0.43 -0.62 -0.11
H 1.779283 -2.088058 0.370884 0.73 -0.62 0.46
H 1.785283 -0.819340 -1.886589 0.71 -0.15 -0.82
H 1.331071 0.877595 -1.875209 1.23 3.24 -1.07
H 0.118395 -0.286484 -2.045608 0.09 -0.20 0.10
H 3.126049 0.064680 0.407531 0.03 -0.05 0.26
H 2.305927 1.638293 0.575645 -0.19 0.13 -0.44
H 1.890462 0.381607 1.704457 0.58 -0.02 0.70
```
Forces are in eV/Å.

Output
SMILES string = C[P@@H](=O)OC(C)(C)C
Energy above the lowest of the compared OMol25 structures with the same formula, charge and spin = 36.6 kcal per mole
Total energy = -18778.99177 eV
HOMO-LUMO gap = 10.336 eV
HOMO energy = -9.494 eV
Charge = 0